Entry 1:
C3H4AgNaO3 | wB97M-V/def2-TZVPD

Atoms and positions in Å:
H -0.50025 -2.30479 -3.07351
C -0.37586 -0.37722 -3.90938
C -0.95340 -1.73740 -3.91397
O 1.47298 -2.59455 -0.29992
C 1.56520 -1.73549 0.45683
O 1.67064 -0.93242 1.30519
O -0.41992 0.39276 -2.95844
Ag 2.37333 -0.76139 3.77618
H 0.17999 -0.07727 -4.82047
H -2.04364 -1.72756 -3.82406
H -0.63473 -2.24828 -4.83576
Na -0.07930 2.53871 -2.54268

**E_HOMO**: -16.88 eV
**Net charge**: +2
**Strongest force on any atom**: 0.0196 Eh/bohr
**Gap between HOMO and LUMO**: 7.98 eV
**Electronic energy**: -17718.559 eV

Entry 2:
C18H28B2Br2CrMnN8O32 | wB97M-V/def2-TZVPD

Atoms and positions in Å:
Mn 1.31147 3.65003 -4.42796
Cr 0.90124 -5.41911 -0.74937
O -1.89804 -1.92875 1.12743
C -1.02098 -1.36286 0.54382
O -0.86200 -0.06328 0.36171
B 0.38696 0.21266 -0.40131
O 0.90907 -1.14531 -0.74471
C 0.13562 -2.03020 -0.19255
O 0.27568 -3.22981 -0.28918
O 1.39142 0.92962 0.38003
C 1.56813 2.13311 -0.13022
O 2.20450 3.01028 0.34769
C 0.83841 2.14106 -1.47155
O 0.17734 1.02765 -1.61554
O 0.86303 3.03470 -2.29258
O 4.29460 0.52898 -6.02685
C 3.87085 0.07317 -5.01555
O 4.05058 -1.10838 -4.49636
B 3.46075 -1.18995 -3.19832
O 2.71666 0.12742 -3.01254
C 2.96911 0.88425 -4.03404
O 2.57215 2.01863 -4.23159
O 2.51804 -2.29203 -2.99795
C 3.01004 -3.11809 -2.11318
O 2.49239 -4.10539 -1.63623
C 4.34635 -2.55757 -1.60791
O 4.53231 -1.41765 -2.21798
O 5.04695 -3.10863 -0.81994
Br -5.88813 -2.33642 4.19905
C -6.51110 -2.20826 2.33815
C -5.48444 -1.47016 1.48455
Br -5.39346 0.40413 2.07865
H -7.52085 -1.81398 2.33285
H -6.54295 -3.21066 1.90750
H -5.69766 -1.48955 0.41829
H -4.47733 -1.84714 1.63814
C -3.52728 -4.07592 -2.22975
N -3.04458 -4.69919 -0.94494
O -3.85094 -4.82581 -0.05602
O -1.86275 -4.99358 -0.81561
H -4.58111 -4.32755 -2.26478
H -2.92350 -4.53860 -3.00243
H -3.36534 -3.00948 -2.10140
C -2.13605 2.48066 0.68891
N -1.25628 3.64790 0.95656
O -0.90241 3.83025 2.08897
O -1.06924 4.43879 0.04629
H -3.14728 2.81183 0.92063
H -1.87019 1.73479 1.43124
H -2.02318 2.18396 -0.34686
C 4.50299 5.47539 -1.85643
N 3.45037 5.79070 -2.84198
O 3.34596 6.91841 -3.19818
O 2.72958 4.87691 -3.23358
H 4.10491 4.93019 -1.00013
H 4.97121 6.40692 -1.56691
H 5.15600 4.76484 -2.36440
C 1.65668 5.95778 0.07526
N 2.55949 5.74277 1.25359
O 2.60142 4.60768 1.67348
O 3.13117 6.70437 1.69617
H 2.32717 6.23658 -0.73506
H 0.94692 6.71780 0.39225
H 1.08037 5.08887 -0.21035
C -1.71543 -2.47171 4.19912
N -1.68511 -2.72263 5.65025
O -2.71781 -3.14773 6.12397
O -0.64084 -2.63659 6.25436
H -1.28175 -3.31105 3.66081
H -1.01509 -1.65520 4.02311
H -2.71845 -2.22216 3.87567
C -1.83984 -6.50046 2.46432
N -0.41301 -6.15190 2.24900
O -0.05595 -5.52352 1.24260
O 0.35405 -6.49207 3.08778
H -2.40409 -5.63675 2.80342
H -1.86257 -7.32941 3.16427
H -2.22395 -6.90233 1.52781
C -2.12301 4.84418 -2.12990
N -1.00804 5.78627 -2.36055
O -1.03126 6.83928 -1.80868
O -0.07514 5.42201 -3.08332
H -2.96630 5.36616 -2.58382
H -2.28670 4.78790 -1.05806
H -1.88542 3.88640 -2.57282
C 3.00192 -1.91397 2.21588
N 2.33629 -3.04939 2.85881
O 1.11521 -3.08312 2.93881
O 3.03558 -3.98440 3.17826
H 2.29018 -1.19284 1.82148
H 3.66480 -2.21162 1.40642
H 3.60092 -1.39317 2.96197

**E_HOMO (spin up / spin down)**: -13.37 / -13.37 eV
**Multiplicity**: 10
**Net charge**: +2
**Strongest force on any atom**: 0.0682 Eh/bohr
**Energy above the lowest of the compared OMol25 structures with the same formula, charge and spin**: 0.0 kJ/mol
**Gap between HOMO and LUMO (spin up / spin down)**: 4.48 / 5.78 eV
**Electronic energy**: -297711.033 eV

Entry 3:
C4H13NO2 | wB97M-V/def2-TZVPD

Atoms and positions in Å:
C 0.22711 -0.99237 1.72454
N 0.36317 0.10247 0.78231
C 1.35125 1.13163 1.29864
C -0.91182 0.80225 0.33979
C -0.43288 0.96780 -1.12184
O -1.57132 1.09560 -1.99214
H -0.32830 -1.91942 1.24200
H 1.20393 -1.49924 1.87261
H -0.34117 -0.72986 2.65448
H 0.81606 2.02984 1.87065
H 1.85567 1.46452 0.43783
H 2.03329 0.71704 2.02368
H -1.20503 1.74066 0.82704
H -1.68836 -0.01532 0.35952
H 0.11364 0.13357 -1.62135
H 0.17198 1.76039 -1.19916
H -1.83313 1.98583 -1.79373
H 1.54767 -2.50120 -1.42288
H 0.42534 -1.83541 -0.76610
O 0.73185 -2.78367 -0.93381

**E_HOMO**: -8.81 eV
**SMILES**: CN(C)CCO.O
**Strongest force on any atom**: 0.0945 Eh/bohr
**Energy above the lowest of the compared OMol25 structures with the same formula, charge and spin**: 255.7 kJ/mol
**Gap between HOMO and LUMO**: 9.55 eV
**Electronic energy**: -9941.547 eV

Entry 4:
CH4FNO | wB97M-V/def2-TZVPD

Atoms and positions in Å:
C 1.32310 -0.69648 1.13157
N 1.77922 1.29308 0.01093
O 1.64137 -0.01591 0.08431
F 2.50217 1.46504 -1.15674
H 1.49885 -1.73778 0.99508
H 0.64467 -0.21518 1.99300
H 0.66214 0.06755 -2.28793
H 0.18566 0.68657 -1.77402

**E_HOMO (spin up / spin down)**: -9.58 / -8.63 eV
**Strongest force on any atom**: 0.0806 Eh/bohr
**Energy above the lowest of the compared OMol25 structures with the same formula, charge and spin**: 712.4 kJ/mol
**Gap between HOMO and LUMO (spin up / spin down)**: 9.55 / 8.45 eV
**Electronic energy**: -7349.288 eV

Entry 5:
C12H4ClF3IKN4Na2O10V | wB97M-V/def2-TZVPD

Atoms and positions in Å:
O -0.92469 -1.23936 -4.77402
N 0.08921 -0.78280 -5.06274
O 1.17859 -1.64320 -4.58659
C 1.61976 -1.24405 -3.34438
C 1.66745 -2.25971 -2.38425
C 2.07817 -1.81693 -1.12303
C 2.36930 -0.44135 -1.05761
N 2.76151 0.10242 0.24791
C 1.59577 0.23257 1.05921
O 0.72347 0.97423 0.74000
F 1.51397 -0.43451 2.20762
C 3.82565 -0.68915 0.90197
O 4.93385 -0.32680 0.85325
F 3.54557 -1.84032 1.59052
N 2.30951 0.42371 -2.07017
I 2.72055 2.46192 -1.93202
N 1.92326 0.01181 -3.24970
H 1.41027 -3.29767 -2.56865
H 2.10446 -2.50186 -0.27963
Cl 1.45392 0.75944 4.22630
F 5.26339 1.14259 -0.63914
Na 3.28825 2.46379 3.88896
C -4.52923 2.74023 0.02087
C -3.22719 2.80282 0.51389
C -2.57233 1.43258 0.70208
O -1.41736 1.27396 1.04901
C -3.37909 0.24236 0.45624
C -4.71484 0.19698 -0.03069
C -5.32197 1.57001 -0.31837
O -6.42416 1.72163 -0.80442
O -5.37548 -0.80345 -0.22933
O -2.57798 3.82026 0.79778
H -5.05372 3.66449 -0.15542
H -2.86562 -0.68841 0.67848
O 0.49534 -3.44794 0.92820
V 0.96666 -4.61059 2.09882
O 1.48127 -5.73443 3.23899
Na 2.40482 1.21085 6.79327
K -5.34034 4.55387 1.61680

**E_HOMO**: -8.72 eV
**Net charge**: +1
**Strongest force on any atom**: 0.0649 Eh/bohr
**Energy above the lowest of the compared OMol25 structures with the same formula, charge and spin**: 229.5 kJ/mol
**Gap between HOMO and LUMO**: 1.77 eV
**Electronic energy**: -118542.705 eV

Entry 6:
C2H4N2OS2 | wB97M-V/def2-TZVPD

Atoms and positions in Å:
C -0.07584 -0.11815 -0.41362
C 1.19338 0.33941 -1.06791
H 1.25446 1.83094 1.92371
H -1.13785 -0.04529 1.36959
H 2.02194 0.45656 -0.20995
H -2.30423 -1.98554 -0.53431
N -0.17758 0.29258 1.01247
N -0.74308 -1.07024 -0.87771
O -1.68803 -1.59241 0.17844
S 0.02423 1.89008 1.23231
S 1.63260 0.00206 -2.61303

**E_HOMO**: -9.10 eV
**SMILES**: O/N=C(/C=S)NS
**Strongest force on any atom**: 0.0907 Eh/bohr
**Energy above the lowest of the compared OMol25 structures with the same formula, charge and spin**: 390.7 kJ/mol
**Gap between HOMO and LUMO**: 7.93 eV
**Electronic energy**: -28833.034 eV

Entry 7:
C5H8O2 | wB97M-V/def2-TZVPD

Atoms and positions in Å:
C -1.42129 -0.40733 -0.93939
C -0.76189 -0.42146 0.40179
C 0.14816 1.32945 0.47750
C 1.06770 0.33559 0.90603
O 1.25885 -0.03207 2.05879
C 1.76963 -0.37383 -0.25327
O 1.64034 -0.12633 -1.42835
H -2.05186 0.47537 -0.98873
H -2.01528 -1.31338 -1.09635
H -0.66619 -0.36165 -1.73248
H -0.17826 -1.37200 0.50858
H -1.38107 -0.41190 1.29321
H 0.14645 1.67512 -0.55741
H 0.04256 2.17416 1.18694
H 2.40215 -1.16972 0.16314

**E_HOMO**: -9.35 eV
**Strongest force on any atom**: 0.0295 Eh/bohr
**Energy above the lowest of the compared OMol25 structures with the same formula, charge and spin**: 319.0 kJ/mol
**Gap between HOMO and LUMO**: 9.58 eV
**Electronic energy**: -9406.526 eV

Entry 8:
C6H9F4N2 | wB97M-V/def2-TZVPD

Atoms and positions in Å:
C 1.14754 -0.06104 0.37244
C -1.35442 -0.64282 -0.44214
C -0.96427 -1.18622 0.92575
C -0.85109 0.79979 -0.63809
C 4.36679 1.01347 0.18211
C 4.43250 -0.43166 0.16831
N 0.38876 -0.71859 1.15916
N 0.62348 0.74166 -0.56518
F 3.24209 1.40828 0.90517
F 4.11304 1.38868 -1.06688
F 5.50462 -1.13107 0.43138
F 3.70597 -1.19014 -0.74490
H -1.11631 -1.37207 -1.28592
H -2.46140 -0.81145 -0.55671
H -1.58092 -0.86881 1.68305
H -1.10152 -2.32628 1.13855
H -1.06250 1.06544 -1.59904
H -1.34426 1.37434 0.10116
H 5.28772 1.37355 0.67249
H 0.69109 -1.08411 1.97187
H 1.07238 1.16696 -1.34912

**E_HOMO (spin up / spin down)**: -14.48 / -12.50 eV
**Net charge**: +1
**Strongest force on any atom**: 0.0863 Eh/bohr
**Energy above the lowest of the compared OMol25 structures with the same formula, charge and spin**: 434.6 kJ/mol
**Gap between HOMO and LUMO (spin up / spin down)**: 10.85 / 6.30 eV
**Electronic energy**: -20206.262 eV

Entry 9:
C53H51ClF6LuN3PSSi2 | wB97M-V/def2-TZVPD

Atoms and positions in Å:
Lu 0.14782 0.62553 0.02714
C 0.06012 0.02756 -2.35379
Si 0.87543 0.93545 -3.72669
C 1.16016 2.75257 -3.17360
N 0.56198 3.07233 -1.85960
C -0.85825 3.46156 -2.02744
C -1.02537 4.96201 -2.23812
C -0.66788 5.67389 -0.92590
C 0.50649 4.95774 -0.22872
C 1.33756 4.16355 -1.22446
C -0.15804 0.77480 -5.32762
C -1.35370 1.47075 -5.52081
C -2.17314 1.22246 -6.61316
C -1.81822 0.25348 -7.53992
C -0.63998 -0.45968 -7.36562
C 0.17522 -0.19915 -6.27368
C 2.59445 0.38991 -4.34847
C 3.12993 -0.88576 -4.17776
C 4.36830 -1.23025 -4.70257
C 5.10552 -0.30007 -5.42070
C 4.58315 0.97030 -5.62158
C 3.34441 1.30247 -5.09345
H 0.19874 -1.03882 -2.55702
H -1.01359 0.20610 -2.53170
H 0.82669 3.48257 -3.92941
H 2.24026 2.87675 -3.08757
H -1.41097 3.17647 -1.13194
H -1.26883 2.88828 -2.86184
H -2.04918 5.18682 -2.54331
H -0.36659 5.29712 -3.04504
H -1.53448 5.67303 -0.26211
H -0.41592 6.71777 -1.12990
H 0.14350 4.27736 0.54234
H 1.15299 5.68900 0.25868
H 2.19233 3.71592 -0.71245
H 1.73326 4.84956 -1.98888
H -1.65630 2.22234 -4.79727
H -3.09687 1.77574 -6.73801
H -2.44908 0.05514 -8.39830
H -0.35712 -1.22613 -8.07777
H 1.09134 -0.76463 -6.15242
H 2.57633 -1.62783 -3.60940
H 4.75664 -2.23085 -4.55195
H 6.08074 -0.55886 -5.81436
H 5.13526 1.70559 -6.19510
H 2.95452 2.29961 -5.27289
C 4.07334 2.77870 1.41755
Si 3.79385 1.06781 0.63676
C 5.38401 0.05095 0.88393
C 3.63621 1.28124 -1.23719
N 2.35651 0.28050 1.13178
C 2.19114 -0.22101 2.38289
C 3.11397 -0.10620 3.44968
C 2.89012 -0.65877 4.69397
C 1.72881 -1.36834 4.97315
C 0.77790 -1.48811 3.97118
C 1.03334 -0.92674 2.74852
F 0.00422 -1.01974 1.79014
H 4.60585 3.44588 0.73479
H 4.65560 2.71332 2.34007
H 3.11363 3.23835 1.66970
H 6.17164 0.43291 0.22961
H 5.20146 -0.99368 0.61782
H 5.75809 0.07498 1.90956
H 3.70559 2.33092 -1.53261
H 2.67774 0.89493 -1.59112
H 4.42376 0.74862 -1.77232
H 4.01262 0.47292 3.27494
H 3.62862 -0.51827 5.47451
H 1.55252 -1.79593 5.95006
H -0.16131 -2.00383 4.12964
Cl 1.72288 -2.06984 -0.41707
C 1.11500 -3.65289 -0.05761
C 2.01103 -4.64226 0.31885
C 1.53640 -5.90759 0.61702
C 0.17582 -6.17175 0.55205
C -0.71017 -5.16904 0.19162
C -0.25713 -3.89040 -0.12777
P -1.35032 -2.49048 -0.64694
C -2.89344 -3.08483 0.16255
C -3.89671 -3.81600 -0.46358
C -4.99575 -4.25808 0.26131
C -5.10508 -3.96850 1.61280
C -4.11792 -3.22027 2.23966
C -3.02424 -2.77429 1.51590
C -1.64546 -2.97610 -2.40344
C -2.42164 -2.11195 -3.18064
C -2.63673 -2.35598 -4.52681
C -2.07738 -3.47538 -5.12663
C -1.31072 -4.34256 -4.36554
C -1.09252 -4.09797 -3.01486
H 3.06697 -4.41282 0.37599
H 2.23163 -6.68526 0.90602
H -0.19575 -7.16318 0.77872
H -1.77092 -5.38088 0.15411
H -3.82009 -4.04275 -1.51995
H -5.77043 -4.82954 -0.23536
H -5.96023 -4.31918 2.17711
H -4.20544 -2.97685 3.29118
H -2.25794 -2.17936 2.00156
H -2.85624 -1.23231 -2.72552
H -3.22478 -1.65842 -5.11003
H -2.22649 -3.66490 -6.18224
H -0.86806 -5.21871 -4.82447
H -0.47452 -4.78671 -2.45521
S 0.47636 2.69994 4.57376
C 0.34881 2.24975 3.04197
N 0.24613 1.93021 1.91594
F -1.81219 3.63822 1.44975
C -2.70685 2.68381 1.11948
C -2.30377 1.57191 0.38413
C -3.38580 0.78348 0.02840
F -3.17026 -0.26610 -0.81417
C -4.70881 0.98705 0.37477
F -5.68487 0.17231 -0.05624
C -5.01878 2.07568 1.16257
F -6.28137 2.30852 1.53653
C -4.00571 2.94419 1.52220
F -4.30796 4.03759 2.23736

**E_HOMO**: -4.74 eV
**Net charge**: -1
**Strongest force on any atom**: 0.0186 Eh/bohr
**Energy above the lowest of the compared OMol25 structures with the same formula, charge and spin**: 80.5 kJ/mol
**Gap between HOMO and LUMO**: 6.96 eV
**Electronic energy**: -158591.968 eV

Entry 10:
C17H16F3NO | wB97M-V/def2-TZVPD

Atoms and positions in Å:
C -2.50021 0.01520 2.22805
N -1.43117 -0.81589 1.66171
C -0.34219 -0.86162 2.48785
C 0.93016 0.03564 2.11692
F 0.86977 0.74867 0.90019
F 1.22909 0.89470 3.11964
F 1.97369 -0.83936 2.04929
O -0.17582 -1.50781 3.52977
H -2.28026 1.12087 2.33401
H -3.36065 -0.01738 1.55229
H -2.84611 -0.28373 3.25191
C 2.26034 -4.10943 -3.06387
C 1.14752 -3.72160 -2.09978
C 1.17257 -2.42898 -1.54491
C 0.10559 -2.00130 -0.73756
C -0.93150 -2.82141 -0.34775
C -1.95997 -1.99464 0.55000
C -2.88681 -3.01455 1.27909
C -4.20524 -2.61130 1.43200
C -5.13541 -3.50141 2.04404
C -4.73884 -4.82070 2.28101
C -3.45420 -5.28065 1.98266
C -2.50392 -4.33884 1.52602
C -1.07281 -4.02561 -1.10484
C 0.00608 -4.49921 -1.88929
H 2.34481 -5.21242 -3.10991
H 1.99918 -3.71607 -4.07969
H 3.24132 -3.68085 -2.73323
H 1.98469 -1.70048 -1.69341
H 0.08867 -0.99336 -0.29401
H -2.45116 -1.31163 -0.07218
H -4.55817 -1.62960 1.11826
H -6.13601 -3.11929 2.32642
H -5.48740 -5.51041 2.68559
H -3.20012 -6.32972 2.13629
H -1.47531 -4.69740 1.35812
H -1.92961 -4.68608 -1.10393
H 0.02791 -5.46806 -2.37762

**E_HOMO**: -9.13 eV
**SMILES**: Cc1ccc([C@@H](c2ccccc2)N(C)C(=O)C(F)(F)F)cc1
**Strongest force on any atom**: 0.0759 Eh/bohr
**Energy above the lowest of the compared OMol25 structures with the same formula, charge and spin**: 393.1 kJ/mol
**Gap between HOMO and LUMO**: 9.21 eV
**Electronic energy**: -29576.274 eV

> Which value of electronic energy does entry 7 give?

-9406.526 eV

> The lowest electronic energy belongs to which entry?

C18H28B2Br2CrMnN8O32

> What is the electronic energy in the second record?

-297711.033 eV